Entry 1:
Entry from OMol25: a structure of composition C21H43N2P3SYb at a distorted geometry (the ωB97M-V functional and the def2-TZVPD basis).

- E_HOMO (spin up / spin down): -15.91 / -15.96 eV
- Net charge: +3
- Energy relative to the best compared isomer or geometry (same formula, charge and spin): 0.0 kJ/mol
- HOMO-LUMO gap (spin up / spin down): 0.253 / 0.254 hartree
- Calculated total energy: -3515.47102 a.u.
- 2S+1: 2
- LUMO level (spin up / spin down): -9.02 / -9.05 eV

Geometry as XYZ:
```
71
Properties=species:S:1:pos:R:3:forces:R:3:mulliken_spin:R:1
Yb -0.793179 -1.078552 -1.844829 -2.7 0.9 4.6 0.93
S 2.869267 -1.351977 -3.238304 -1.1 -0.9 -0.1 0.01
P 4.373158 0.995524 -1.259821 0.1 -0.2 -0.4 0.00
P -3.573371 -0.680750 -0.481119 -0.7 -0.5 -1.0 0.00
P -1.272623 1.204007 0.234356 1.6 0.9 -0.3 0.00
N 0.458567 -2.619982 2.184476 0.0 -0.1 -0.9 0.00
N 0.017081 -2.286110 0.052856 -0.3 0.3 -0.2 0.00
C 1.014013 -2.965514 -4.498231 -0.2 -0.5 -0.8 0.00
C 1.437687 -3.289355 1.460096 -0.5 0.4 -0.2 0.00
C -4.501638 0.279883 -1.746586 0.0 0.0 0.0 0.00
C -0.568473 0.790568 -3.429033 -1.5 0.5 0.7 0.02
C 0.308125 1.421480 1.143992 0.2 0.1 0.5 0.00
C -1.331737 2.830630 -0.621337 -0.2 0.0 0.0 0.00
C 0.707181 0.405353 -2.998715 2.1 -0.3 -0.5 -0.02
C -3.578607 -2.378989 -1.196115 -0.2 -0.3 0.0 0.00
C -1.049795 -1.488469 -4.126082 -0.8 -0.6 -0.6 0.01
C -1.388100 -0.163120 -4.061401 -0.2 0.8 -1.1 -0.01
C 2.444086 -2.933653 -4.018698 1.5 -0.8 -0.6 0.00
C -4.856345 -0.843294 0.815212 0.2 0.0 0.7 0.00
C -2.443411 1.568008 1.611249 -0.1 -0.5 -0.1 0.00
C 3.429556 2.500423 -1.567078 -0.2 0.2 -0.2 0.00
C 1.158228 -3.071075 0.138385 -0.3 0.2 0.7 0.00
C 3.943005 0.207057 0.300069 -0.1 -0.1 0.2 0.00
C 0.261512 -1.990860 -3.625982 0.9 -0.7 -1.5 0.00
C 1.193518 -0.871139 -3.249023 -0.2 1.3 0.4 0.04
C 6.127035 1.349506 -1.339801 0.2 0.1 -0.1 0.00
C 0.355627 -2.550546 3.634927 -0.1 -0.1 0.8 0.00
C -0.385821 -2.040001 1.306878 0.7 -0.6 0.0 0.00
H 0.675076 0.450594 1.503925 0.0 0.2 0.0 0.00
H -3.359284 -2.395930 -2.279648 -0.1 0.0 0.2 0.00
H 1.074689 1.864553 0.491699 -0.2 -0.1 0.2 0.00
H 0.182365 -1.513227 3.957762 0.2 -0.4 -0.2 0.00
H -3.447405 1.793617 1.224386 0.3 -0.1 0.2 0.00
H 1.673355 -3.429968 -0.738676 0.0 0.0 0.1 0.00
H -0.476331 -3.169531 4.003322 0.3 0.1 -0.2 0.00
H 1.293798 -2.914855 4.071095 -0.3 0.1 -0.1 0.00
H 6.651766 0.768092 -0.573130 0.0 0.2 -0.2 0.00
H 0.944611 -2.707761 -5.570196 0.0 0.1 0.6 0.00
H 3.125365 -2.949277 -4.877616 -0.1 -0.5 0.2 0.00
H -2.857302 -3.021122 -0.658391 -0.3 0.1 -0.2 0.00
H -2.507567 0.710650 2.296794 -0.1 0.3 -0.1 0.00
H 0.590426 -3.974521 -4.382191 0.2 0.3 -0.2 0.00
H -2.057928 2.439291 2.160541 -0.2 -0.3 -0.2 0.00
H 3.254025 -0.630924 0.122062 0.1 0.2 0.0 0.00
H 3.982378 3.354491 -1.146168 -0.3 -0.2 -0.1 0.00
H -1.283722 -1.497879 1.607244 0.4 -0.1 -0.2 0.00
H -4.586702 -2.793290 -1.046439 0.4 -0.2 -0.4 0.00
H -1.712071 -2.233040 -4.582423 0.3 0.4 0.0 0.00
H 2.690971 -3.756249 -3.344113 0.0 0.1 -0.1 0.00
H 6.492872 1.066276 -2.334313 0.0 0.1 0.2 0.00
H -4.186255 0.015670 -2.766172 -0.1 0.1 0.3 0.00
H -1.532862 3.621711 0.115577 0.1 -0.1 -0.3 0.00
H -5.573914 0.075281 -1.621064 0.3 0.1 -0.3 0.00
H 4.068652 0.059387 -2.310850 0.4 1.0 1.0 0.00
H 6.291565 2.422288 -1.183782 0.1 -0.3 0.0 0.00
H -5.618995 -0.060176 0.702147 0.3 -0.2 0.0 0.00
H 3.331889 2.642436 -2.654328 0.1 0.1 0.3 0.00
H 3.466178 0.925924 0.979412 0.2 -0.2 -0.1 0.00
H 1.368053 1.101038 -2.472545 -0.3 0.0 -0.6 0.00
H -2.131861 2.822564 -1.375327 0.2 0.2 0.2 0.00
H 4.863590 -0.179385 0.760288 -0.3 0.1 -0.1 0.00
H 2.225198 -3.854833 1.931501 -0.1 0.0 0.1 0.00
H -4.319214 1.353453 -1.587720 -0.2 -0.3 -0.1 0.00
H -0.372410 3.028723 -1.120666 -0.3 0.0 0.1 0.00
H 0.143936 2.076953 2.011969 0.3 -0.1 -0.2 0.00
H 2.418706 2.455746 -1.131369 0.5 0.0 -0.1 0.00
H 0.098735 -2.666726 -2.704640 0.2 -0.2 0.2 0.00
H -4.389075 -0.742463 1.803917 -0.4 -0.1 -0.2 0.00
H -0.916047 1.818856 -3.303945 0.2 -0.4 0.0 0.00
H -2.336631 0.172406 -4.490784 0.3 -0.2 0.2 0.00
H -5.337171 -1.828195 0.748018 0.1 0.3 0.0 0.00
```
Forces are in eV/Å.

=====

Entry 2:
Entry from OMol25: a cluster of 5 separate species, C21H43N3O16P4S2 in total at a distorted geometry (the ωB97M-V functional and the def2-TZVPD basis).

- E_HOMO: -8.78 eV
- Structure (SMILES): CCc1ccc(N=C=S)c2nsnc12.COP(=O)(OC)OC.COP(=O)(OC)OC.COP(=O)(OC)OC.COP(=O)(OC)OC
- HOMO-LUMO gap: 0.245 hartree
- Calculated total energy: -4355.57144 a.u.
- 2S+1: 1
- LUMO level: -2.10 eV

Geometry as XYZ:
```
89
Properties=species:S:1:pos:R:3:forces:R:3:mulliken_charge:R:1
S 3.250604 -6.600912 -1.056331 0.7 3.6 -1.7 0.23
S -0.094597 -2.223660 -0.364425 0.4 -1.0 -2.2 -0.27
P 4.677096 -8.247868 4.318398 0.7 5.7 -7.0 1.00
P -0.865162 7.184084 -2.074656 2.1 -1.9 8.7 0.87
P -4.781417 4.723011 3.242616 -5.3 4.1 6.1 1.11
P -4.294653 0.867897 -3.422163 3.3 7.7 -3.4 1.05
O 3.914902 -8.722651 2.961017 0.1 -0.7 0.9 -0.28
O -3.652639 1.245893 -4.740733 -0.4 -1.6 0.2 -0.65
O -4.434301 2.163506 -2.446999 -0.5 -0.9 0.3 -0.28
O -5.880119 1.173210 -3.960249 0.2 -2.7 2.3 -0.27
O 6.016224 -9.173821 3.821609 -1.9 -1.6 2.5 -0.26
O 5.376044 -6.920181 4.116353 0.1 -0.7 1.6 -0.62
O -6.334204 4.919069 2.792099 0.7 -0.4 -0.8 -0.29
O -2.830713 0.387808 -2.699068 -2.7 -2.1 1.0 -0.32
O -5.058400 3.124873 3.766522 1.7 0.0 -3.0 -0.32
O -4.546212 5.260265 4.638948 1.4 -0.8 -0.7 -0.68
O 0.655655 6.682986 -1.782222 -0.4 0.1 -1.1 -0.26
O -0.408634 8.821952 -1.987714 -0.7 -1.0 -3.3 -0.32
O -1.260822 5.566473 -2.420277 0.3 1.9 -2.8 -0.26
O -4.429507 6.197056 2.474136 0.9 -2.9 -1.8 -0.32
O -1.680911 7.227011 -0.798832 -0.9 0.5 -1.3 -0.48
O 3.261126 -7.550671 4.958918 0.8 -3.0 1.6 -0.31
N 4.595015 -5.648905 -1.352446 -0.2 0.8 -0.2 -0.55
N 0.765639 -3.078288 -2.948492 0.4 0.5 2.5 -0.56
N 2.102146 -5.547283 -1.686101 1.4 1.0 -0.3 -0.70
C 1.671462 7.537815 -1.278738 0.3 0.2 0.0 -0.59
C -2.340948 5.410470 -3.345688 -0.3 0.0 -0.2 -0.58
C 3.054348 -2.058499 -3.151537 0.5 -2.4 1.2 -0.60
C 4.274400 -4.449707 -1.924198 -2.4 -1.4 0.1 0.70
C -2.346978 -0.889372 -3.122284 0.3 -0.2 -0.3 -0.37
C 4.555754 -2.099805 -2.935029 -1.6 -3.2 1.3 -0.76
C -1.430357 9.746545 -2.367569 -0.3 0.3 0.1 -0.71
C -3.878432 2.404438 4.123280 0.2 -0.2 0.3 -0.70
C 2.755232 -4.444329 -2.125101 1.7 1.1 -0.2 0.65
C 5.134246 -3.290750 -2.325911 -0.2 1.9 -1.1 0.36
C 6.820633 -9.664569 4.895681 0.3 0.0 0.2 -0.75
C -6.583362 0.010447 -4.402403 -0.1 -0.2 -0.2 -0.77
C 2.246414 -3.181851 -2.753601 0.9 0.9 -0.8 0.35
C 6.921873 -3.754546 -0.559325 0.5 -0.8 -0.1 -1.03
C 2.644347 -8.224976 2.571198 -0.3 0.0 -0.1 -0.59
C 3.374292 -7.111490 6.313681 0.0 0.3 0.3 -0.72
C -3.085959 6.298355 1.986774 0.4 0.2 0.0 -0.60
C 6.681219 -3.309750 -2.068927 -1.2 0.0 1.0 -0.43
C -7.375477 4.045480 3.198929 -0.3 -0.2 0.0 -0.59
C -3.358861 2.665131 -1.669069 0.2 0.0 0.4 -0.56
C 0.344422 -2.750973 -1.829670 -0.2 0.5 0.5 0.51
H 6.232872 -10.324685 5.536629 0.2 -0.1 0.0 0.32
H -3.177613 2.388379 3.286315 0.1 -0.2 0.1 0.26
H 2.434764 -8.582963 1.563124 0.2 -0.1 0.0 0.23
H 7.804787 -3.241151 -0.077989 -0.9 -0.6 -0.7 0.33
H -3.404529 2.859450 4.994806 0.0 0.1 -0.1 0.31
H -3.668573 3.615503 -1.233183 -0.2 0.0 -0.1 0.29
H -3.246441 5.881634 -2.951075 0.0 -0.1 0.0 0.32
H -2.265900 9.698195 -1.667246 0.0 -0.1 0.0 0.28
H 7.213589 -8.830884 5.485366 0.0 0.0 0.0 0.33
H -2.477989 2.843243 -2.285752 0.0 -0.3 0.2 0.20
H -1.009524 10.751317 -2.347717 0.1 -0.1 0.0 0.26
H -1.780399 9.528793 -3.378092 0.0 0.2 0.0 0.30
H -2.080094 5.858014 -4.306441 -0.1 -0.2 -0.1 0.37
H 2.571165 -1.149437 -3.594525 0.4 -1.1 0.5 0.38
H -6.051452 -0.459338 -5.235178 -0.1 0.0 0.0 0.34
H 2.636558 -7.133097 2.554261 0.0 -0.1 0.1 0.29
H -2.376018 6.192830 2.813146 0.0 0.0 0.0 0.36
H 2.398402 -6.755576 6.642523 0.0 -0.1 -0.1 0.25
H 1.343860 8.047662 -0.370564 0.0 0.1 -0.1 0.27
H -3.102773 -1.655850 -2.940878 0.2 -0.1 0.0 0.37
H -6.687275 -0.702610 -3.582236 -0.2 -0.1 -0.1 0.32
H 2.536658 6.922677 -1.032308 -0.2 -0.2 -0.1 0.26
H -2.952777 7.274770 1.525499 -0.1 -0.1 0.0 0.20
H -7.270744 3.079640 2.702421 -0.1 0.0 0.2 0.24
H 6.038869 -3.597819 0.113177 0.7 0.1 -0.8 0.31
H 7.100254 -4.871327 -0.580956 -0.1 1.3 0.3 0.24
H -2.525644 4.349664 -3.489762 0.1 0.1 -0.1 0.03
H 3.684251 -7.938844 6.954622 -0.1 0.1 0.1 0.29
H -7.390346 3.927650 4.284355 0.1 -0.1 -0.1 0.29
H -1.454817 -1.129069 -2.545805 -0.2 0.2 0.0 -0.30
H 7.045449 -2.256176 -2.202702 -0.2 -1.1 -0.2 0.31
H 1.870723 -8.612039 3.235664 0.0 0.2 -0.1 0.27
H -2.899483 5.526245 1.239255 0.2 0.2 -0.1 0.22
H -7.575123 0.310651 -4.737909 0.1 0.1 0.1 0.24
H -8.323516 4.485558 2.889855 0.2 0.2 -0.1 0.26
H -2.088387 -0.866627 -4.182349 -0.1 0.1 0.0 0.36
H 5.159713 -1.208917 -3.220276 -0.4 -1.0 0.3 0.29
H 4.093654 -6.294313 6.389150 0.0 -0.1 -0.1 0.31
H 1.971031 8.255651 -2.043390 0.0 0.1 0.2 0.26
H 7.653567 -10.227747 4.476971 -0.1 0.1 -0.1 0.23
H -3.132034 1.976031 -0.854043 0.2 0.1 -0.1 0.27
H 7.171880 -4.034764 -2.775149 -0.3 0.9 0.7 0.31
H -4.160988 1.380734 4.367997 -0.1 0.1 -0.1 0.26
```
Forces are in eV/Å.

=====

Entry 3:
Entry from OMol25: a structure of composition C21H44B2CsF3N3O7P2 at a distorted geometry (the ωB97M-V functional and the def2-TZVPD basis).

- E_HOMO: -11.84 eV
- Net charge: +1
- HOMO-LUMO gap: 0.323 hartree
- Calculated total energy: -2569.56123 a.u.
- 2S+1: 1
- LUMO level: -3.06 eV

Geometry as XYZ:
```
83
Properties=species:S:1:pos:R:3:forces:R:3:mulliken_charge:R:1
Cs -1.952757 6.601951 3.814524 -1.7 1.7 2.1 1.06
P -0.282419 4.912092 2.413139 1.1 0.2 -0.6 -0.88
P -0.338245 2.860625 -0.429519 -0.4 0.7 0.8 -0.11
F 2.221065 3.467446 5.950441 -0.4 -1.4 0.5 -0.25
F 0.743162 5.032838 5.645189 -0.7 -0.6 -0.3 -0.25
F 2.779951 5.497212 5.863653 0.9 0.9 0.4 -0.27
O 4.215870 3.522655 1.507231 3.6 0.3 1.4 -0.46
O -0.004535 0.281388 0.464229 0.7 0.6 0.0 -0.55
O 2.179290 4.550648 1.352730 0.3 0.5 0.9 -0.53
O 3.386445 4.436910 -1.304212 0.2 -1.0 0.5 -0.63
O -0.511722 4.269467 -0.848979 0.1 0.2 -0.2 -0.89
O -0.277051 6.283750 1.388881 -0.5 -1.6 0.6 -0.51
O 2.270134 4.556800 4.022388 -0.7 -0.7 -0.9 -0.27
N 0.418110 0.783587 2.848383 -0.4 -1.0 -1.3 -0.14
N 2.108489 2.839620 -2.571150 -0.9 -0.5 1.1 -0.65
N -1.842764 4.091201 2.200722 1.3 0.8 -0.6 -0.62
C -2.810530 -3.440493 -4.034627 0.2 0.7 1.0 -1.09
C -3.858208 -3.782732 -2.926085 0.3 -0.2 -0.8 -0.40
C 3.235755 1.277656 0.206062 -0.4 -0.6 -1.1 -1.75
C 3.037064 -1.250752 -0.307106 -0.2 0.1 -0.8 0.07
C 2.621965 -2.233215 -1.426128 -0.3 -0.4 0.4 -1.25
C 1.985286 4.599224 5.343140 1.1 1.4 -0.5 0.99
C 0.703744 -3.577172 -2.475220 -0.7 0.1 0.8 -1.07
C 1.618819 0.053164 3.303194 0.1 0.2 1.1 -1.10
C -1.570136 -2.747530 -3.407647 -0.1 -0.9 -0.1 -0.74
C -6.288411 -5.029285 -1.481749 0.5 -0.1 0.3 -1.07
C 0.968305 2.612073 0.893665 -0.6 -1.6 -0.5 2.52
C -0.838190 -3.749846 -2.468049 0.3 0.4 -0.8 -0.28
C 1.671531 3.414197 3.367168 -1.9 -0.5 0.7 -1.46
C 2.379456 2.570345 0.163568 1.5 0.2 1.4 0.20
C 1.122778 3.771566 1.941025 1.2 0.7 -1.2 1.25
C -0.706980 -0.186909 2.997607 0.1 0.2 1.1 -1.04
C 3.153917 3.568106 1.088757 -4.8 -0.2 -2.5 0.01
C 1.150227 -2.664314 -1.321047 0.0 0.3 -0.5 0.04
C -3.986874 -5.299412 -2.694290 0.0 0.5 0.6 -0.36
C -4.873664 -5.679632 -1.493771 -0.6 -0.1 -0.5 -0.63
C 2.871198 0.189141 -0.842739 0.2 -0.4 0.4 -0.67
B 2.595563 3.284076 -1.276598 -0.1 0.6 -0.7 0.66
B 0.469544 1.173421 1.428170 0.6 -0.3 0.4 -0.21
H 1.849007 0.262665 -1.235971 0.1 0.2 0.2 0.04
H 2.393099 -1.444040 0.566759 0.2 0.2 0.0 -0.28
H 2.736893 -1.742386 -2.400048 0.2 -0.2 0.1 0.40
H -1.889592 -1.846919 -2.868577 0.1 -0.1 -0.1 0.21
H -7.046245 -5.763242 -1.762920 0.0 0.2 0.0 0.32
H -4.358951 -5.756696 -3.618726 0.0 0.0 0.2 0.31
H -2.988349 -5.703635 -2.489811 -0.1 -0.1 -0.2 0.13
H -3.260079 -2.748392 -4.753274 0.1 -0.3 -0.1 0.39
H 4.246302 4.128746 -1.638974 -0.2 0.7 -0.3 0.33
H -0.128811 1.947658 -1.481252 0.1 0.0 0.5 0.20
H 3.227156 -3.146807 -1.416113 0.1 0.2 -0.1 0.41
H 2.307571 2.530012 3.396698 0.3 0.4 -0.2 0.48
H -2.219453 4.247676 1.264541 0.1 -0.5 0.0 0.33
H 4.073251 -1.405122 0.011820 -0.1 0.0 0.0 0.54
H -6.485043 -4.665755 -0.468133 -0.3 -0.1 -0.2 0.25
H 1.324542 3.456744 -2.807127 0.6 0.3 -0.6 0.37
H -1.241853 -3.666587 -1.452241 0.1 -0.2 -0.1 0.28
H 1.707094 1.905830 -2.559009 0.1 0.1 -0.1 0.22
H 1.139045 -4.578034 -2.386120 0.3 0.3 0.0 0.36
H -3.567534 -3.255924 -2.007995 -0.2 -0.2 0.0 0.25
H 4.261490 1.582674 -0.031662 -0.1 0.0 0.3 0.81
H -1.155049 6.699368 1.349672 0.6 -0.3 -0.8 0.29
H 0.791025 3.162513 3.980166 0.2 -0.4 -0.2 0.98
H -1.536208 2.403934 0.190756 0.3 -0.4 -0.3 0.19
H -1.052941 -4.752972 -2.847738 -0.1 0.1 0.2 0.33
H -0.435593 -1.190424 2.646016 -0.2 0.2 -0.2 0.34
H -2.463296 -4.356104 -4.524517 -0.2 0.2 -0.2 0.45
H 0.931144 -3.150525 -0.360298 0.1 0.1 -0.1 0.24
H -4.379748 -5.464643 -0.540369 0.2 0.1 -0.2 0.32
H -0.879429 -2.453485 -4.207975 -0.1 0.1 0.1 0.51
H -4.819056 -3.380055 -3.259316 0.1 0.0 0.3 0.37
H -6.373932 -4.160398 -2.138122 0.0 -0.2 0.0 0.31
H 0.574453 -0.499960 0.429585 -0.6 -0.2 0.0 -0.12
H 3.540750 0.276755 -1.706196 -0.2 0.1 0.1 0.61
H 0.516552 -1.760389 -1.384857 0.1 -0.1 0.1 0.08
H 1.499169 -0.123930 4.381242 0.1 0.0 -0.2 0.42
H 3.291833 0.795906 1.189265 -0.2 0.4 0.1 0.20
H 1.719722 -0.948352 2.854872 0.0 0.3 -0.2 0.36
H -5.020789 -6.765541 -1.537536 0.2 0.1 0.2 0.38
H 1.009524 -3.122249 -3.423481 0.1 -0.2 0.1 0.36
H -1.619262 3.110021 2.367217 -0.6 -0.1 -0.1 0.35
H -1.621605 0.174900 2.524751 0.2 -0.1 -0.1 0.34
H -0.917417 -0.297112 4.070333 0.0 0.1 -0.2 0.38
H 2.555433 0.604410 3.189718 -0.2 -0.1 -0.2 0.31
```
Forces are in eV/Å.